[1]
Density functional theory data (wB97M-V/def2-TZVPD) for 12 unconnected molecules or ions with the total composition H24O12.

Atoms and positions in Å:
O (2.99, 0.92, -2.86)
H (3.48, 0.61, -3.68)
H (2.23, 0.29, -2.76)
O (-3.76, -1.53, 0.58)
H (-4.08, -1.60, 1.51)
H (-3.70, -0.61, 0.39)
O (0.68, -0.76, 3.60)
H (1.53, -0.36, 3.44)
H (0.37, -0.94, 2.77)
O (-0.79, -2.13, 1.69)
H (-0.39, -2.94, 2.05)
H (-0.99, -2.38, 0.80)
O (-3.72, 1.19, -0.04)
H (-3.20, 1.96, -0.32)
H (-4.61, 1.48, -0.11)
O (-1.27, 0.77, 1.86)
H (-0.64, 0.87, 2.57)
H (-2.13, 0.76, 2.24)
O (-1.78, 0.13, -2.88)
H (-2.19, 0.99, -2.95)
H (-1.25, 0.15, -2.08)
O (1.15, 2.05, -0.74)
H (1.08, 2.30, 0.21)
H (2.03, 2.19, -1.10)
O (1.73, -1.22, 0.61)
H (0.83, -0.92, 0.32)
H (2.27, -0.41, 0.57)
O (1.76, -1.42, -2.08)
H (1.63, -1.38, -1.16)
H (2.24, -2.23, -2.26)
O (-0.47, -0.13, -0.48)
H (-0.88, 0.20, 0.31)
H (0.16, 0.58, -0.80)
O (3.38, 0.82, 0.38)
H (2.89, 1.03, -0.40)
H (3.42, 1.66, 0.85)

The orbital gap is 10.2 eV. The SMILES is O.O.O.O.O.O.O.O.O.O.O.O. Its HOMO energy is -10.41 eV. The electronic energy comes out at -917.24895 Ha.

[2]
Density functional theory data (wB97M-V/def2-TZVPD) for a molecular structure, C39H31BF2IrN6O4.

Atoms and positions in Å:
Ir (-0.04, 0.24, 0.01)
O (-3.17, 4.73, 4.22)
C (-1.93, 4.59, 4.16)
O (-1.00, 5.12, 4.79)
C (-1.47, 3.58, 3.09)
C (-0.17, 3.07, 3.12)
C (0.20, 2.17, 2.15)
N (-0.66, 1.75, 1.19)
C (-1.92, 2.18, 1.17)
C (-2.33, 3.15, 2.10)
C (-2.85, 1.52, 0.26)
C (-4.21, 1.52, 0.46)
C (-5.04, 0.63, -0.21)
C (-4.44, -0.38, -1.01)
C (-3.13, -0.35, -1.28)
N (-2.31, 0.75, -0.84)
C (1.53, 1.56, 2.00)
C (2.66, 1.96, 2.69)
C (3.88, 1.38, 2.40)
C (3.95, 0.39, 1.43)
C (2.79, 0.02, 0.78)
N (1.61, 0.59, 1.06)
H (0.50, 3.40, 3.89)
H (-3.33, 3.54, 2.09)
H (-4.62, 2.15, 1.23)
H (-6.11, 0.65, -0.05)
H (-5.04, -1.21, -1.38)
H (-2.64, -1.05, -1.94)
H (2.58, 2.76, 3.42)
H (4.77, 1.69, 2.93)
H (4.88, -0.09, 1.17)
H (2.78, -0.74, 0.01)
C (3.71, -0.11, -2.31)
C (3.48, 1.32, -1.88)
C (4.61, 2.11, -1.73)
C (4.52, 3.43, -1.31)
C (3.28, 3.95, -1.02)
C (2.12, 3.19, -1.16)
C (0.81, 3.86, -0.84)
C (2.21, 1.87, -1.61)
N (1.06, 1.01, -1.66)
C (0.94, 0.24, -2.78)
O (1.36, 0.46, -3.90)
C (0.28, -1.11, -2.50)
C (0.04, -2.09, -3.44)
C (-0.51, -3.29, -3.01)
C (-0.83, -3.49, -1.67)
C (-0.58, -2.46, -0.78)
N (0.00, -1.34, -1.22)
C (-0.95, -2.46, 0.70)
O (-1.32, -3.50, 1.22)
N (-0.77, -1.26, 1.28)
C (-0.94, -1.12, 2.70)
C (-2.16, -0.71, 3.23)
C (-3.42, -0.84, 2.43)
C (-2.22, -0.31, 4.56)
C (-1.11, -0.40, 5.38)
C (0.04, -0.98, 4.89)
C (0.15, -1.36, 3.55)
C (1.37, -2.11, 3.10)
H (4.71, -0.44, -2.01)
H (3.64, -0.20, -3.40)
H (2.98, -0.81, -1.90)
H (5.58, 1.68, -1.95)
H (5.41, 4.03, -1.20)
H (3.19, 4.97, -0.67)
H (0.55, 4.58, -1.61)
H (0.88, 4.41, 0.11)
H (0.01, 3.15, -0.75)
H (0.27, -1.88, -4.48)
H (-0.71, -4.08, -3.73)
H (-1.28, -4.39, -1.30)
H (-3.24, -0.74, 1.36)
H (-4.17, -0.12, 2.74)
H (-3.83, -1.85, 2.58)
H (-3.16, 0.06, 4.95)
H (-1.17, -0.08, 6.41)
H (0.88, -1.16, 5.55)
H (1.86, -2.57, 3.95)
H (2.10, -1.47, 2.62)
H (1.10, -2.91, 2.40)
F (-1.69, 0.97, -3.14)
B (-1.82, 1.54, -1.96)
F (-1.74, 2.85, -1.85)

The orbital gap (spin up / spin down) is 6.7 / 6.1 eV. Its multiplicity is 2. Its HOMO energy (spin up / spin down) is -7.84 / -8.03 eV. The electronic energy comes out at -2463.41121 Ha.

[3]
Density functional theory data (wB97M-V/def2-TZVPD) for a molecular structure, C4H9NO2.

Atoms and positions in Å:
C (1.15, 1.51, 0.37)
C (0.31, 0.60, -0.38)
N (0.70, -0.83, -0.33)
C (2.03, -0.61, 0.80)
C (2.09, 0.74, 1.10)
H (1.22, 2.56, 0.07)
H (0.30, 0.86, -1.44)
H (0.02, -1.27, 0.26)
H (2.53, -1.56, 0.97)
H (2.93, 1.15, 1.55)
H (-0.76, 0.63, -0.09)
H (-2.31, -0.59, -0.56)
O (-2.04, -1.17, 0.47)
H (-2.97, -0.50, -2.19)
H (-2.77, -1.56, 0.90)
O (-2.44, 0.03, -1.50)

The orbital gap is 4.8 eV. Its HOMO energy is -7.65 eV. The electronic energy comes out at -362.82940 Ha.